1.
The following is a DFT calculation (ωB97M-V with the def2-TZVPD basis set) of a gas-phase ion, C12H28N3O5P2 (charge +1).

Element x y z (Å)
C1 3.599 -0.971 2.355
C2 4.367 -0.436 1.010
O1 4.786 -1.517 0.076
C3 3.565 0.756 0.193
N1 2.095 0.482 -0.027
C4 1.409 1.863 0.019
N2 0.591 2.412 0.976
O2 0.342 1.652 2.073
C5 -1.105 1.256 2.028
C6 -1.291 -0.403 1.981
C7 -2.220 -0.719 0.668
C8 -2.003 -1.015 3.326
C9 -0.976 -0.983 4.645
C10 -2.494 -2.582 3.191
N3 1.859 2.420 -1.345
C11 1.933 1.285 -2.387
C12 1.661 0.000 -1.401
P1 2.104 -1.767 -1.979
P2 0.403 -3.003 -1.358
O3 0.236 -2.763 0.225
O4 0.689 -4.735 -1.527
O5 -1.019 -2.563 -2.262
H1 4.316 -0.769 3.288
H2 2.580 -0.385 2.467
H3 3.447 -2.135 2.317
H4 5.384 0.063 1.382
H5 4.155 -2.294 0.114
H6 3.674 1.731 0.874
H7 4.186 0.971 -0.775
H8 0.199 3.366 0.805
H9 -1.514 1.694 1.011
H10 -1.686 1.631 2.976
H11 -0.204 -0.842 1.937
H12 -3.249 -0.147 0.759
H13 -2.380 -1.887 0.490
H14 -1.649 -0.333 -0.304
H15 -2.955 -0.372 3.555
H16 -0.063 -1.685 4.391
H17 -0.694 0.144 4.790
H18 -1.527 -1.471 5.559
H19 -1.781 -3.265 2.562
H20 -2.517 -3.034 4.284
H21 -3.603 -2.690 2.774
H22 1.167 3.188 -1.574
H23 1.128 1.609 -3.172
H24 3.079 1.342 -2.672
H25 0.471 0.002 -1.299
H26 2.145 -1.834 -3.425
H27 0.050 -5.133 -0.836
H28 -0.946 -1.602 -2.590

Results
- total charge = +1
- molar mass (g mol⁻¹) = 356.32
- frontier orbital gap (eV) = 8.40
- energy relative to the best compared isomer or geometry (same formula, charge and spin) (eV) = 8.723
- multiplicity = 1

***

2.
The following is a DFT calculation (ωB97M-V with the def2-TZVPD basis set) of a molecular structure, C34H29BrKN7O9.

Element x y z (Å)
K1 -0.728 -0.322 -0.050
C1 1.743 -4.819 -1.370
C2 1.017 -3.502 -1.309
N1 0.624 -2.949 -0.223
N2 0.832 -3.646 0.937
C3 0.811 -2.869 2.008
O1 0.747 -1.611 2.056
C4 0.928 -3.629 3.311
C5 1.013 -2.927 4.508
C6 1.121 -3.601 5.717
C7 1.142 -4.987 5.746
C8 1.055 -5.696 4.553
C9 0.951 -5.023 3.347
C10 0.797 -2.754 -2.575
C11 1.361 -3.196 -3.772
C12 1.171 -2.448 -4.925
C13 0.425 -1.288 -4.857
C14 -0.115 -0.919 -3.626
N3 0.068 -1.632 -2.519
H1 1.751 -5.266 -0.381
H2 2.777 -4.674 -1.701
H3 1.265 -5.500 -2.078
H4 1.004 -1.845 4.487
H5 1.189 -3.036 6.639
H6 1.225 -5.513 6.690
H7 1.068 -6.780 4.565
H8 0.881 -5.558 2.411
H9 1.946 -4.105 -3.802
H10 1.607 -2.774 -5.863
H11 0.245 -0.669 -5.726
H12 -0.719 -0.020 -3.529
O2 2.434 -0.004 3.548
C15 2.061 1.352 3.371
C16 0.866 1.746 4.236
C17 -0.482 1.158 3.789
C18 -1.191 2.011 2.766
C19 -2.480 2.485 2.978
C20 -3.084 3.263 2.002
C21 -2.385 3.538 0.841
C22 -1.107 3.014 0.705
N4 -0.516 2.279 1.644
H13 1.861 -0.570 2.987
H14 1.849 1.572 2.321
H15 2.926 1.950 3.674
H16 0.790 2.839 4.258
H17 1.085 1.416 5.256
H18 -1.138 1.041 4.654
H19 -0.328 0.155 3.376
H20 -3.014 2.218 3.882
H21 -4.102 3.609 2.134
H22 -2.831 4.095 0.028
H23 -0.547 3.164 -0.209
O3 -2.645 1.196 -3.672
C23 -2.536 1.286 -2.432
O4 -1.463 1.312 -1.777
C24 -3.847 1.421 -1.640
C25 -4.886 2.022 -2.289
C26 -6.118 2.285 -1.658
C27 -6.315 1.909 -0.339
C28 -5.309 1.244 0.312
C29 -3.992 0.965 -0.256
O5 -3.099 0.429 0.416
N5 -5.577 0.879 1.693
O6 -5.206 -0.202 2.101
O7 -6.240 1.664 2.374
N6 -7.173 2.941 -2.360
O8 -6.983 3.296 -3.520
O9 -8.244 3.138 -1.782
H24 -4.739 2.301 -3.323
H25 -7.245 2.124 0.166
Br1 1.804 2.241 -3.094
C30 2.551 0.721 -2.230
C31 3.425 -0.085 -2.945
C32 3.953 -1.183 -2.286
C33 3.589 -1.422 -0.971
C34 2.689 -0.557 -0.367
N7 2.179 0.508 -0.989
H26 3.661 0.139 -3.975
H27 4.631 -1.850 -2.804
H28 3.955 -2.281 -0.424
H29 2.335 -0.738 0.642

Results
- total charge = -2
- molar mass (g mol⁻¹) = 798.65
- frontier orbital gap (eV) = 6.47
- energy relative to the best compared isomer or geometry (same formula, charge and spin) (eV) = 0.000
- multiplicity = 1

***

3.
The following is a DFT calculation (ωB97M-V with the def2-TZVPD basis set) of a single C6H8N4O2S molecule.

Element x y z (Å)
C1 -1.185 -1.891 0.060
C2 -1.278 -0.491 0.148
C3 0.087 0.012 0.156
C4 1.756 1.446 -0.128
C5 2.661 0.399 -0.607
C6 2.285 -1.024 -0.032
N1 0.143 -2.196 -0.002
N2 0.540 1.286 0.229
N3 0.829 -1.120 0.058
N4 -2.802 1.550 1.144
O1 -3.151 0.719 -1.213
O2 -3.782 -0.792 0.540
S1 -2.877 0.233 0.089
H1 -2.047 -2.529 -0.148
H2 2.111 2.418 -0.341
H3 2.745 0.421 -1.715
H4 3.626 0.539 -0.363
H5 2.853 -1.782 -0.728
H6 2.685 -1.130 1.004
H7 -3.428 2.218 0.671
H8 -1.771 1.713 1.175

Results
- molar mass (g mol⁻¹) = 200.22
- frontier orbital gap (eV) = 8.96
- energy relative to the best compared isomer or geometry (same formula, charge and spin) (eV) = 2.184
- multiplicity = 1

***

4.
The following is a DFT calculation (ωB97M-V with the def2-TZVPD basis set) of a molecular structure, CH3ClS2.

Element x y z (Å)
C1 -0.227 -0.517 -0.624
S1 1.380 0.281 -0.687
S2 -1.055 -0.861 1.072
Cl1 -0.442 -2.016 -1.527
H1 -1.136 0.435 -1.121
H2 0.874 1.582 -0.351
H3 -0.029 -0.353 1.875

Results
- molar mass (g mol⁻¹) = 114.62
- frontier orbital gap (eV) = 9.65
- energy relative to the best compared isomer or geometry (same formula, charge and spin) (eV) = 1.980
- multiplicity = 1

***

5.
The following is a DFT calculation (ωB97M-V with the def2-TZVPD basis set) of a molecular structure, C22H23MoN3O2.

Element x y z (Å)
Mo1 -0.997 -0.844 0.426
O1 -2.722 0.196 0.577
C1 -3.750 -0.229 1.565
C2 -3.118 -1.294 2.408
C3 -3.772 -1.857 3.478
C4 -3.130 -2.852 4.211
C5 -1.841 -3.259 3.856
C6 -1.234 -2.661 2.784
N1 -1.857 -1.687 2.059
H1 -3.067 0.885 -0.021
H2 -4.611 -0.605 1.011
H3 -4.029 0.651 2.146
H4 -4.771 -1.530 3.742
H5 -3.631 -3.308 5.057
H6 -1.324 -4.031 4.410
H7 -0.238 -2.945 2.466
C7 1.141 -0.759 -6.837
C8 0.576 -1.284 -5.589
C9 0.726 -0.516 -4.374
C10 0.236 -0.947 -3.195
C11 0.502 -0.141 -1.951
C12 -0.483 -2.223 -3.156
C13 -1.070 -2.733 -2.061
O2 -1.118 -2.104 -0.830
C14 -0.612 -3.027 -4.393
C15 -1.296 -4.353 -4.407
C16 -0.079 -2.525 -5.548
H8 0.988 0.319 -6.927
H9 0.783 -1.280 -7.720
H10 2.235 -0.890 -6.785
H11 1.263 0.423 -4.437
H12 1.055 0.771 -2.174
H13 1.118 -0.712 -1.245
H14 -0.446 0.243 -1.498
H15 -1.593 -3.679 -2.015
H16 -0.733 -5.080 -3.812
H17 -1.347 -4.738 -5.422
H18 -2.316 -4.308 -4.021
H19 -0.173 -3.091 -6.466
N2 4.293 2.860 4.069
C17 3.485 2.280 3.490
C18 2.485 1.564 2.776
C19 1.216 2.126 2.579
C20 0.274 1.410 1.890
N3 0.537 0.167 1.382
C21 1.773 -0.375 1.574
C22 2.757 0.287 2.259
H20 0.981 3.112 2.962
H21 -0.719 1.809 1.709
H22 1.959 -1.362 1.162
H23 3.726 -0.174 2.397

Results
- total charge = +4
- molar mass (g mol⁻¹) = 457.38
- frontier orbital gap (alpha / beta) (eV) = 6.12 / 6.03
- energy relative to the best compared isomer or geometry (same formula, charge and spin) (eV) = 0.000
- multiplicity = 1

***

6.
The following is a DFT calculation (ωB97M-V with the def2-TZVPD basis set) of a single C14H21NOS molecule.

Element x y z (Å)
C1 -0.218 -4.723 -3.363
C2 -0.513 -3.309 -2.969
C3 0.408 -2.296 -3.207
C4 0.152 -0.994 -2.819
C5 -1.045 -0.675 -2.185
C6 -1.980 -1.682 -1.965
C7 -1.712 -2.983 -2.344
H1 -2.443 -3.757 -2.160
H2 -2.914 -1.423 -1.490
C8 -1.392 0.708 -1.753
O1 -2.528 1.137 -1.768
N1 -0.331 1.458 -1.354
H3 0.566 1.011 -1.245
C9 -0.500 2.751 -0.742
C10 0.148 2.811 0.635
H4 1.218 2.617 0.558
H5 -0.018 3.790 1.085
S1 -0.588 1.531 1.720
C11 0.706 1.294 3.035
C12 1.087 2.635 3.648
H6 0.197 3.166 3.978
H7 1.624 3.260 2.939
H8 1.731 2.472 4.511
C13 0.029 0.407 4.076
H9 -0.844 0.907 4.488
H10 -0.295 -0.527 3.623
H11 0.721 0.184 4.886
C14 1.916 0.583 2.443
H12 2.421 1.200 1.702
H13 2.632 0.354 3.230
H14 1.610 -0.348 1.969
H15 -1.578 2.920 -0.671
H16 -0.059 3.531 -1.377
H17 0.875 -0.223 -3.044
H18 1.337 -2.530 -3.708
H19 0.494 -4.759 -4.185
H20 0.214 -5.261 -2.518
H21 -1.128 -5.240 -3.659

Results
- molar mass (g mol⁻¹) = 251.40
- frontier orbital gap (eV) = 9.19
- energy relative to the best compared isomer or geometry (same formula, charge and spin) (eV) = 0.055
- multiplicity = 1

***

7.
The following is a DFT calculation (ωB97M-V with the def2-TZVPD basis set) of a molecular structure, C2H7S.

Element x y z (Å)
C1 -3.138 -3.211 1.954
H1 -2.921 -3.839 2.799
H2 -2.580 -3.376 0.998
H3 -3.271 -2.168 2.183
H4 -4.159 -3.404 1.615
C2 3.182 3.452 -2.154
S1 3.532 1.832 -0.543
H5 4.105 3.506 -2.689
H6 2.366 2.865 -2.520
H7 2.884 4.343 -1.643

Results
- total charge = -1
- molar mass (g mol⁻¹) = 63.15
- frontier orbital gap (eV) = 5.12
- energy relative to the best compared isomer or geometry (same formula, charge and spin) (eV) = 1.936
- multiplicity = 1

***

8.
The following is a DFT calculation (ωB97M-V with the def2-TZVPD basis set) of 5 unconnected molecules or ions with the total composition C24H33BF12O14S.

Element x y z (Å)
C1 4.997 6.891 2.014
C2 4.953 5.731 1.370
C3 5.174 4.423 0.417
C4 3.869 3.453 0.532
C5 2.513 4.107 -0.057
C6 1.273 4.145 0.994
C7 0.059 4.897 0.235
B1 -0.468 6.261 0.951
O1 -0.955 6.379 2.310
O2 -0.500 7.492 0.136
C8 0.727 2.610 1.142
O3 1.125 1.952 2.407
S1 1.613 3.161 3.476
O4 0.676 3.583 4.600
O5 2.936 2.837 4.138
O6 1.567 4.488 2.392
H1 5.369 7.893 2.467
H2 5.431 4.718 -0.667
H3 6.091 3.827 0.820
H4 4.125 2.514 -0.117
H5 3.764 3.041 1.617
H6 2.696 5.151 -0.526
H7 2.166 3.412 -0.929
H8 0.433 5.197 -0.825
H9 -0.880 4.228 0.065
H10 -1.201 7.338 2.427
H11 -0.314 8.277 0.707
H12 1.034 1.860 0.300
H13 -0.421 2.441 1.165
C9 -3.212 0.558 -3.303
C10 -2.286 -0.529 -2.793
O7 -0.994 -0.425 -3.414
C11 -0.144 0.478 -2.872
O8 -0.415 1.180 -1.924
C12 1.202 0.447 -3.592
F1 1.071 0.407 -4.938
F2 1.934 -0.639 -3.247
F3 1.968 1.526 -3.317
H14 -3.269 0.532 -4.395
H15 -4.217 0.432 -2.894
H16 -2.847 1.550 -3.026
H17 -2.687 -1.509 -3.061
H18 -2.198 -0.505 -1.703
C13 1.003 1.394 6.457
C14 0.861 -0.012 7.009
O9 0.570 0.022 8.415
C15 -0.727 0.224 8.749
O10 -1.618 0.377 7.946
C16 -0.902 0.185 10.265
F4 0.054 0.888 10.918
F5 -0.841 -1.079 10.748
F6 -2.086 0.692 10.670
H19 1.749 1.954 7.028
H20 1.302 1.374 5.411
H21 0.063 1.944 6.536
H22 1.807 -0.548 6.896
H23 0.101 -0.583 6.466
C17 -1.676 -4.195 1.917
C18 -1.030 -4.434 0.566
O11 -1.973 -5.009 -0.352
C19 -2.809 -4.139 -0.968
O12 -2.801 -2.944 -0.783
C20 -3.718 -4.874 -1.950
F7 -4.234 -6.012 -1.431
F8 -3.057 -5.235 -3.077
F9 -4.771 -4.130 -2.348
H24 -2.123 -5.117 2.297
H25 -0.941 -3.833 2.639
H26 -2.481 -3.458 1.844
H27 -0.214 -5.154 0.672
H28 -0.597 -3.516 0.158
C21 -2.040 -7.099 -6.307
C22 -0.915 -6.164 -5.908
O13 -0.077 -5.871 -7.037
C23 -0.519 -4.897 -7.868
O14 -1.551 -4.288 -7.711
C24 0.488 -4.653 -8.990
F10 0.956 -5.804 -9.528
F11 1.572 -3.968 -8.555
F12 -0.029 -3.939 -10.012
H29 -1.641 -8.001 -6.778
H30 -2.631 -7.387 -5.434
H31 -2.705 -6.627 -7.035
H32 -0.281 -6.650 -5.162
H33 -1.296 -5.243 -5.455

Results
- molar mass (g mol⁻¹) = 816.37
- frontier orbital gap (eV) = 9.70
- multiplicity = 1

***

9.
The following is a DFT calculation (ωB97M-V with the def2-TZVPD basis set) of 4 unconnected molecules or ions with the total composition C2H13NO4.

Element x y z (Å)
C1 1.411 -1.080 -0.790
O1 0.679 -1.595 0.376
C2 1.000 0.441 -0.974
N1 1.409 1.388 0.119
H1 2.483 -1.188 -0.672
H2 0.982 -1.578 -1.619
H3 1.069 -1.300 1.231
H4 1.453 0.822 -1.920
H5 -0.135 0.451 -1.199
H6 1.122 2.283 -0.101
H7 2.437 1.236 0.358
H8 -0.972 -0.716 0.355
H9 -1.105 0.718 0.622
O2 -1.585 -0.035 0.380
H10 -1.077 -1.723 2.304
H11 -1.857 -0.703 3.348
O3 -1.039 -1.010 2.941
H12 -1.914 0.417 -1.444
H13 -2.276 1.946 -1.373
O4 -2.085 1.226 -1.944

Results
- molar mass (g mol⁻¹) = 115.13
- frontier orbital gap (eV) = 10.16
- energy relative to the best compared isomer or geometry (same formula, charge and spin) (eV) = 1.769
- multiplicity = 1

***

10.
The following is a DFT calculation (ωB97M-V with the def2-TZVPD basis set) of a molecular structure, C36H32BaN3O5S5.

Element x y z (Å)
Ba1 -1.051 0.363 0.236
C1 2.446 -0.365 0.718
N1 1.677 0.613 1.512
C2 2.095 1.979 1.189
C3 1.814 2.408 -0.246
N2 0.427 2.750 -0.530
C4 0.269 2.906 -1.985
C5 -0.114 3.882 0.182
C6 0.723 4.825 0.775
C7 0.222 5.914 1.471
C8 -1.152 6.074 1.563
C9 -1.993 5.155 0.963
C10 -1.521 4.036 0.258
S1 -2.684 2.945 -0.474
C11 1.793 0.292 2.913
C12 2.548 1.085 3.775
C13 2.715 0.759 5.115
C14 2.142 -0.400 5.605
C15 1.387 -1.194 4.758
C16 1.160 -0.869 3.416
S2 0.080 -1.891 2.473
H1 3.521 -0.134 0.775
H2 2.114 -0.362 -0.319
H3 2.276 -1.365 1.107
H4 3.181 2.093 1.345
H5 1.592 2.659 1.877
H6 2.078 1.607 -0.938
H7 2.489 3.242 -0.495
H8 0.956 3.677 -2.366
H9 -0.757 3.190 -2.207
H10 0.490 1.956 -2.475
H11 1.797 4.711 0.704
H12 0.900 6.620 1.935
H13 -1.572 6.912 2.108
H14 -3.067 5.273 1.033
H15 3.024 1.983 3.410
H16 3.298 1.407 5.756
H17 2.270 -0.686 6.642
H18 0.937 -2.106 5.135
O1 -3.822 -3.105 -1.558
C17 -3.492 -2.070 -0.784
O2 -3.142 -1.000 -1.206
C18 -3.570 -2.363 0.689
C19 -4.090 -3.536 1.214
C20 -4.083 -3.682 2.593
C21 -3.529 -2.685 3.380
C22 -3.012 -1.559 2.751
N3 -3.066 -1.393 1.440
C23 -2.358 -0.419 3.498
O3 -1.856 -0.739 4.706
O4 -2.371 0.701 3.071
H19 -3.639 -2.856 -2.486
H20 -4.479 -4.302 0.559
H21 -4.490 -4.574 3.051
H22 -3.481 -2.774 4.456
H23 -1.285 -1.519 4.545
O5 0.032 -0.680 -1.669
C24 0.427 -1.351 -2.783
C25 1.255 -2.583 -2.394
C26 1.258 -3.173 -1.168
C27 2.096 -4.322 -1.107
C28 2.718 -4.579 -2.290
S3 2.293 -3.425 -3.482
C29 1.298 -0.439 -3.662
C30 2.551 -0.002 -3.345
C31 3.064 0.952 -4.262
C32 2.187 1.220 -5.271
S4 0.750 0.309 -5.106
C33 -0.820 -1.794 -3.567
C34 -1.887 -0.999 -3.864
C35 -2.937 -1.697 -4.516
C36 -2.656 -3.023 -4.688
S5 -1.106 -3.414 -4.074
H24 0.700 -2.777 -0.330
H25 2.238 -4.914 -0.213
H26 3.414 -5.370 -2.517
H27 3.087 -0.356 -2.474
H28 4.035 1.418 -4.172
H29 2.314 1.898 -6.099
H30 -1.931 0.040 -3.572
H31 -3.860 -1.236 -4.840
H32 -3.265 -3.772 -5.169

Results
- total charge = -1
- molar mass (g mol⁻¹) = 884.33
- frontier orbital gap (eV) = 5.94
- energy relative to the best compared isomer or geometry (same formula, charge and spin) (eV) = 0.043
- multiplicity = 1